No. 1
A cluster of 12 separate species, C42H66Cl12O18 in total. Source: the Open Molecules 2025 dataset; level of theory: ωB97M-V/def2-TZVPD.

Geometry as ORCA input:
```
! wB97M-V def2-TZVPD RIJCOSX def2/J DEFGRID3
* xyz 0 1
Cl -0.9410 1.1383 -0.1748
C 0.1857 0.2742 0.8881
C 0.3786 -1.1221 0.3089
Cl -1.0497 -2.1393 0.7419
H -0.2256 0.0410 1.8698
H 1.1088 0.8458 0.8993
H 1.1944 -1.5902 0.8599
H 0.6084 -1.2057 -0.7486
Cl -2.1530 -5.9074 -1.1463
C -1.3220 -4.5128 -1.8511
C -1.0499 -4.6826 -3.3233
Cl 0.0194 -6.0908 -3.5179
H -0.4817 -4.2331 -1.2198
H -1.9590 -3.6235 -1.7744
H -0.4815 -3.8102 -3.6579
H -1.9116 -4.6856 -3.9838
Cl -3.3322 3.0037 3.9641
C -2.6091 1.6555 3.0559
C -3.7141 0.8295 2.4055
Cl -4.2155 -0.5388 3.4628
H -2.0335 1.0733 3.7798
H -1.7941 1.9554 2.3959
H -3.3942 0.4314 1.4460
H -4.6112 1.4276 2.2899
Cl -4.9916 -6.2314 3.3917
C -4.2970 -5.4082 1.9782
C -2.9230 -4.8145 2.1499
Cl -1.6388 -6.0733 2.3316
H -4.9602 -4.5672 1.7553
H -4.4555 -6.0802 1.1370
H -2.9850 -4.3375 3.1270
H -2.6532 -4.1575 1.3330
Cl 2.0920 6.2364 1.9070
C 1.0947 5.3571 0.6810
C 0.0272 4.4965 1.3091
Cl -1.1703 5.4921 2.2199
H 1.7481 4.7712 0.0420
H 0.6104 6.1296 0.0939
H 0.4562 3.7521 1.9781
H -0.5458 3.9383 0.5707
Cl -3.2748 -2.3940 -4.9706
C -3.7865 -0.8833 -4.1584
C -3.0723 -0.6213 -2.8641
Cl -1.2808 -0.6547 -3.0729
H -4.8633 -1.0088 -4.0626
H -3.6395 -0.0706 -4.8694
H -3.2826 -1.4184 -2.1557
H -3.3734 0.3501 -2.4839
C -0.4501 3.6692 -2.9268
O 0.0274 4.8592 -2.3241
C 0.5255 5.7946 -3.2361
C 1.0472 7.0283 -2.5830
O 2.2184 6.7314 -1.8549
C 2.9053 7.8937 -1.4034
H -0.7957 3.0907 -2.0760
H 0.3538 3.1722 -3.4776
H -1.2671 3.8733 -3.6261
H -0.2183 6.0284 -4.0186
H 1.2918 5.3449 -3.8941
H 0.2936 7.4636 -1.9142
H 1.2684 7.7516 -3.3783
H 3.5793 8.1419 -2.2303
H 3.4348 7.6580 -0.4853
H 2.2550 8.7568 -1.2366
C 1.8724 1.1556 -2.2504
O 2.8171 0.0938 -2.1788
C 4.0967 0.5030 -1.7840
C 4.3298 0.5467 -0.2774
O 3.7529 -0.6184 0.2760
C 3.5705 -0.5203 1.6693
H 0.9338 0.7787 -2.6555
H 2.2230 1.8278 -3.0446
H 1.7442 1.6470 -1.2862
H 4.3820 1.4616 -2.2333
H 4.8737 -0.1332 -2.2197
H 3.7610 1.4204 0.0696
H 5.3985 0.5594 -0.0556
H 4.5689 -0.5681 2.1387
H 2.9792 -1.3539 2.0310
H 3.2766 0.4713 2.0218
C 2.7102 2.4238 3.7381
O 1.3033 2.3797 3.6434
C 0.7588 2.2028 4.9287
C 0.8015 0.7524 5.4179
O 0.1227 -0.0857 4.5066
C -0.1577 -1.3489 5.0431
H 3.2446 2.3612 2.7923
H 3.1039 1.5429 4.2609
H 3.0453 3.2905 4.3115
H -0.2500 2.6001 5.0262
H 1.3741 2.7381 5.6640
H 0.3312 0.6814 6.4069
H 1.8242 0.3910 5.5837
H -0.6903 -1.9635 4.3154
H -0.7913 -1.3621 5.9360
H 0.7516 -1.9203 5.2635
C 2.4294 -6.7769 3.1744
C 1.6833 -6.3985 4.2239
C 1.0191 -5.0444 4.2369
O 0.3807 -4.6823 5.2054
C 1.1768 -4.2174 3.0432
C 1.9089 -4.6529 2.0129
C 2.5947 -5.9844 1.9514
O 3.2615 -6.3073 1.0081
O 2.0567 -3.8971 0.9044
O 1.5050 -7.1466 5.3031
H 2.9155 -7.7457 3.1929
H 0.6411 -3.2804 3.0095
H 2.4043 -4.4552 0.1751
H 0.8019 -6.7552 5.8484
C -3.9229 3.0401 -0.7036
C -4.0624 4.3773 -0.7049
C -5.3654 5.1255 -0.7910
O -5.4244 6.3142 -0.9626
C -6.5075 4.2219 -0.8557
C -6.4280 2.8823 -0.8648
C -5.1291 2.1695 -0.6890
O -5.0056 0.9653 -0.6406
O -7.5353 2.1354 -0.7765
O -2.9612 5.1356 -0.7237
H -2.9039 2.6836 -0.6966
H -7.5260 4.5953 -0.8581
H -7.3305 1.2114 -0.9866
H -3.1846 6.0791 -0.7785
C 2.9781 -2.5255 -4.5104
C 2.7252 -3.1413 -3.3555
C 2.9561 -4.5928 -3.1668
O 2.9217 -5.1571 -2.0969
C 3.3039 -5.3256 -4.4042
C 3.5404 -4.7002 -5.5569
C 3.4731 -3.1990 -5.6936
O 3.8551 -2.5979 -6.6745
O 3.9255 -5.3532 -6.6715
O 2.2032 -2.4845 -2.3044
H 2.8231 -1.4534 -4.5582
H 3.4986 -6.3901 -4.4151
H 4.2181 -4.6824 -7.3125
H 2.5027 -1.5378 -2.2685
*
```

## Properties
**E_HOMO**: -9.306 eV
**Molecular weight**: 1284.41 g/mol
**SMILES**: O=C1C=C(O)C(=O)C=C1O.O=C1C=C(O)C(=O)C=C1O.O=C1C=C(O)C(=O)C=C1O.COCCOC.COCCOC.COCCOC.ClCCCl.ClCCCl.ClCCCl.ClCCCl.ClCCCl.ClCCCl
**HOMO-LUMO gap**: 7.39 eV
**F_max**: 2.7 eV/A
**LUMO**: -1.91 eV

***

No. 2
A structure of composition C42H66F36N9O24S12. Source: the Open Molecules 2025 dataset; level of theory: ωB97M-V/def2-TZVPD.

Geometry as ORCA input:
```
! wB97M-V def2-TZVPD RIJCOSX def2/J DEFGRID3
* xyz -3 1
C 2.9173 3.5192 -1.2737
C 3.3455 2.2196 -2.0695
C 2.3136 1.0597 -1.9553
C 1.0155 1.4183 -2.5279
N 0.0623 0.2578 -2.7243
C 0.4521 -0.6192 -3.8576
C -0.2988 -0.1430 -5.1032
C -1.0795 1.1005 -4.6010
C -1.2550 0.8316 -3.1210
C -0.0412 -0.5991 -1.4576
C -0.7343 0.1363 -0.2780
C -0.4062 -0.8187 0.9146
H 2.3929 3.2672 -0.3139
H 2.2698 4.2216 -1.8384
H 3.8340 4.1311 -1.0997
H 4.3078 1.8868 -1.7385
H 3.4978 2.4997 -3.0595
H 2.2556 0.8001 -0.8743
H 2.7322 0.2365 -2.4922
H 1.1956 1.7792 -3.5346
H 0.5284 2.1526 -1.8778
H 0.1167 -1.6314 -3.6180
H 1.5534 -0.5358 -3.9265
H -0.9801 -0.9294 -5.3496
H 0.3817 -0.0944 -5.9053
H -1.9738 1.2299 -5.1298
H -0.5492 2.0479 -4.8026
H -2.0207 0.0174 -2.9759
H -1.5744 1.6617 -2.4714
H 0.9662 -0.9774 -1.2391
H -0.7153 -1.4538 -1.6851
H -1.7672 0.3708 -0.4768
H -0.2338 1.0619 -0.0582
H -0.6479 -1.8623 0.6590
H -1.0365 -0.7003 1.8038
H 0.6523 -0.7126 1.1170
C -1.2508 1.3373 8.6232
C -1.8664 2.2152 7.4858
C -1.2106 1.9069 6.1285
C -1.8782 2.7349 5.0704
N -1.0947 3.1066 3.8235
C -1.9655 3.9013 2.9570
C -2.9761 3.0365 2.3178
C -2.2864 1.6332 2.2943
C -0.9281 1.8500 2.9379
C 0.2125 3.6874 4.2693
C 1.0853 4.3417 3.2346
C 2.3156 4.8580 3.9746
H -0.1938 1.5216 8.6393
H -1.4934 0.2105 8.4259
H -1.6079 1.5490 9.6150
H -1.5294 3.1991 7.6713
H -2.9644 2.2330 7.3885
H -1.2395 0.8314 5.8703
H -0.2266 2.1561 6.3539
H -2.1420 3.6702 5.4722
H -2.7790 2.2181 4.7081
H -1.3402 4.3383 2.2351
H -2.4252 4.7385 3.5123
H -3.3321 3.3500 1.3061
H -3.8705 2.9348 2.8920
H -2.2298 1.2129 1.3252
H -2.8545 0.8727 2.7842
H -0.0978 2.1625 2.2447
H -0.6399 1.0399 3.5746
H 0.7691 2.8831 4.7584
H -0.1063 4.3463 5.0557
H 0.4867 5.1647 2.8072
H 1.3295 3.7513 2.3654
H 2.9031 3.9629 4.2714
H 1.9223 5.3682 4.8669
H 2.9028 5.4735 3.3146
C 6.8002 -4.5515 0.3900
C 5.5049 -3.7641 0.8153
C 4.3005 -4.7383 0.6232
N 2.9360 -4.2591 0.9980
C 2.5683 -3.2146 -0.0155
C 2.9097 -3.7055 2.4170
C 1.5293 -4.0308 2.8968
C 1.2738 -5.4482 2.3010
C 2.0442 -5.4536 0.9653
H 6.7526 -4.9697 -0.6349
H 6.9396 -5.4149 1.0211
H 7.7163 -3.9332 0.3635
H 5.3040 -2.9031 0.1873
H 5.6387 -3.3745 1.8489
H 4.5731 -5.6560 1.1820
H 4.2222 -5.0284 -0.4283
H 3.3827 -2.4938 -0.0372
H 1.6806 -2.6998 0.1656
H 2.3738 -3.5860 -1.0396
H 3.1831 -2.6850 2.4755
H 3.6324 -4.3520 2.9299
H 0.7874 -3.3475 2.4396
H 1.4340 -3.9641 3.9780
H 0.2011 -5.5907 2.1124
H 1.4950 -6.2053 3.0437
H 1.4174 -5.4969 0.0988
H 2.6998 -6.2930 0.9440
C -3.7070 -0.8954 -8.7925
F -3.0550 0.2552 -9.0738
F -2.7119 -1.8596 -8.7289
F -4.3370 -0.6983 -7.6213
S -4.9275 -1.3041 -10.0505
O -4.1591 -1.4114 -11.2933
O -5.6536 -2.4656 -9.5497
N -5.7637 -0.0223 -10.0132
S -5.7016 0.9699 -11.1850
O -4.4578 1.6357 -11.3338
O -6.2801 0.4901 -12.3673
C -6.9981 2.2812 -10.6006
F -6.9817 3.4522 -11.2278
F -8.1819 1.6772 -10.8933
F -6.8585 2.4191 -9.2656
C -0.8657 6.3341 -0.3548
F -1.6723 7.3363 -0.5372
F 0.3684 6.5281 -0.9058
F -0.6614 6.2549 0.9868
S -1.5590 4.7469 -1.1345
O -0.9611 3.6222 -0.5018
O -2.9937 4.9213 -0.9987
N -0.9788 4.5705 -2.5712
S -1.5200 5.6222 -3.6884
O -2.3142 5.0247 -4.6864
O -1.7613 6.9273 -3.1143
C 0.1451 5.8064 -4.6511
F -0.0497 6.5232 -5.8057
F 1.1119 6.4025 -4.0126
F 0.5229 4.5942 -5.1176
C -5.1201 -3.7793 8.8865
F -4.2863 -4.8162 8.5018
F -6.1855 -3.5911 8.0788
F -5.5777 -4.0771 10.1229
S -3.9123 -2.2488 8.6139
O -4.6394 -1.0873 8.9355
O -2.8271 -2.5958 9.4604
N -3.6340 -2.5111 7.0820
S -3.4865 -1.5120 5.8395
O -3.2939 -0.1049 5.9232
O -2.5885 -2.1953 4.9395
C -5.1340 -1.6495 4.9804
F -6.1572 -1.2374 5.7659
F -5.1419 -0.7042 3.9899
F -5.3553 -2.8720 4.5094
C 4.8205 1.5359 2.1069
F 4.4484 2.6827 1.5159
F 5.5293 0.7745 1.3096
F 5.6003 1.9867 3.1858
S 3.2801 0.4665 2.5495
O 2.1028 1.3301 2.6905
O 3.1774 -0.4435 1.4237
N 3.7521 -0.2568 3.7739
S 3.2368 0.1018 5.3092
O 4.2259 -0.5232 6.0923
O 2.8213 1.4284 5.5356
C 1.7797 -0.9780 5.4749
F 0.7216 -0.5925 4.7644
F 2.1569 -2.2024 5.1722
F 1.3892 -1.0399 6.7799
C -5.0501 -3.2984 -0.1424
F -6.2442 -2.5981 -0.2891
F -4.7920 -3.2838 1.1872
F -5.2643 -4.4967 -0.5043
S -3.6474 -2.5518 -0.9573
O -4.2233 -2.0329 -2.1774
O -3.0262 -1.6868 -0.0286
N -2.7813 -3.8485 -1.2833
S -1.6237 -4.4888 -0.5210
O -0.3286 -4.0369 -0.9773
O -1.6585 -4.5276 0.9405
C -1.7296 -6.2550 -1.1621
F -0.8357 -7.0767 -0.4547
F -2.9286 -6.7759 -0.9896
F -1.3481 -6.3264 -2.4013
C 5.9248 0.0919 -3.6526
F 4.9075 -0.3436 -2.9024
F 5.6185 1.2328 -4.2659
F 6.9429 0.4855 -2.7277
S 6.5177 -1.3149 -4.8617
O 7.8927 -1.0514 -4.9909
O 6.1176 -2.4823 -4.1589
N 5.7435 -0.9656 -6.1270
S 4.2241 -1.5040 -6.3625
O 4.0437 -2.5705 -7.3104
O 3.5394 -1.5276 -5.1202
C 3.4655 -0.0993 -7.2690
F 4.2655 0.3314 -8.2377
F 2.1932 -0.4558 -7.7329
F 3.1697 0.9621 -6.4180
*
```

## Properties
**E_HOMO**: -4.493 eV
**Molecular weight**: 2149.76 g/mol
**HOMO-LUMO gap**: 8.40 eV
**F_max**: 4.0 eV/A
**LUMO**: 3.91 eV

***

Q: HOMO-LUMO gap of number 2 (C42H66F36N9O24S12)?
A: 8.40 eV

***

Q: The highest LUMO belongs to which entry?
A: C42H66F36N9O24S12

***

Q: Among the records above, which one has the highest molecular weight?
A: C42H66F36N9O24S12